Below is C4H5NO3 in the gas phase at a distorted geometry, with properties calculated with wB97M-V/def2-TZVPD.

Net charge: 0
ΔE to the lowest compared entry with this formula, charge and spin, kcal per mole: 134.65
Largest force on an atom, eV/Å: 6.9
Total energy, Ha: -435.70592
SMILES: N#C[C@@]1(O)[C@H](O)[C@@H]1O
Highest occupied orbital energy, Ha: -0.33620

Cartesian coordinates (Å):
C 0.16918 0.50570 0.86435
C -0.09117 -0.88181 0.76159
C -0.49556 0.23737 -0.52785
C -1.92197 0.45270 -0.73523
H 2.07880 0.23134 0.60132
H -0.41460 1.43211 1.21955
H -0.90386 -1.15996 1.35212
H 0.73520 -1.30328 -0.72703
H 1.20015 0.70457 -1.40005
N -3.12877 0.61050 -0.60604
O 1.40735 0.83605 0.26431
O 0.87558 -1.66648 0.36430
O 0.48967 0.00119 -1.43135


Below is a molecular structure, C69H64N2OP2Pd at a distorted geometry, with properties calculated with wB97M-V/def2-TZVPD.

Net charge: 0
Largest force on an atom, eV/Å: 2.3
Total energy, Ha: -3662.93747
Highest occupied orbital energy, Ha: -0.16756

Cartesian coordinates (Å):
C -2.78985 -0.59274 6.49716
C -1.96720 0.54443 6.44205
C -0.58733 0.41159 6.33486
C 0.02611 -0.87681 6.20642
C 1.40927 -1.07144 5.99107
C 2.39330 -0.05291 6.26828
C 3.85832 -0.45255 6.40044
C 4.82836 0.56918 6.34767
C 6.18923 0.27578 6.43545
C 6.61468 -1.05130 6.62753
C 5.65639 -2.06435 6.76659
C 4.28675 -1.75737 6.68372
O 2.12392 1.15594 6.43868
C -0.82679 -2.01456 6.36402
C -2.20107 -1.86764 6.49227
H -3.87298 -0.47783 6.54829
H -2.40389 1.54642 6.48160
H 0.06546 1.28693 6.37124
H 1.76314 -2.08902 5.81753
H 4.50806 1.60463 6.23695
H 6.91924 1.07966 6.34359
H 7.67994 -1.28834 6.66918
H 5.96824 -3.09912 6.92925
H 3.53336 -2.53276 6.84204
H -0.35640 -2.99812 6.41439
H -2.83254 -2.75176 6.58375
C -6.19090 -4.66433 -1.32224
N -5.85078 -3.50351 -0.52453
C -6.93453 -3.00720 0.28752
C -4.55904 -3.10636 -0.29537
C -4.26864 -2.29395 0.83052
C -2.96743 -1.92988 1.12349
C -1.89438 -2.36200 0.31216
C -0.55296 -1.87114 0.52348
C -0.28424 -0.64509 1.08255
C 0.90126 0.18358 0.86747
C 2.26645 -0.32501 0.70716
C 3.35188 0.55645 0.87800
C 4.66059 0.14140 0.70873
C 4.92712 -1.17664 0.24631
N 6.17724 -1.55370 -0.14400
C 6.40579 -2.77842 -0.88877
C 7.33923 -0.72683 0.09242
C 3.85012 -2.08783 0.15365
C 2.56680 -1.68180 0.48743
Pd -0.02057 0.98895 -0.94384
P -2.12997 1.83672 -1.04807
C -1.76598 3.57772 -1.43942
C -2.30445 4.25884 -2.54365
C -2.02409 5.61368 -2.73462
C -1.15299 6.28743 -1.87028
C -0.52367 5.58208 -0.83761
C -0.81706 4.23268 -0.63767
C -3.43305 1.30711 -2.18053
C -4.56554 2.11983 -2.39174
C -5.58048 1.71974 -3.26249
C -5.48906 0.49181 -3.92745
C -4.39130 -0.34049 -3.68907
C -3.38576 0.04217 -2.79495
C -2.99699 1.80939 0.56263
C -4.31300 1.32753 0.72101
C -4.87092 1.20061 1.99447
C -4.12035 1.51362 3.13285
C -2.82237 2.00014 2.98396
C -2.27779 2.17450 1.71116
P 0.82728 0.69624 -3.00495
C 0.84013 -0.98809 -3.67284
C 0.32650 -1.31065 -4.94411
C 0.34159 -2.63480 -5.39067
C 0.86592 -3.65218 -4.58858
C 1.38878 -3.33721 -3.32753
C 1.38297 -2.01524 -2.88065
C 0.25849 1.78874 -4.32548
C 1.07558 2.79911 -4.85838
C 0.58441 3.65057 -5.85161
C -0.72556 3.51470 -6.31914
C -1.54797 2.51897 -5.78390
C -1.05249 1.65579 -4.80894
C 2.56493 1.13578 -2.71833
C 3.61849 0.32947 -3.17670
C 4.93735 0.72436 -2.94884
C 5.21392 1.92623 -2.29413
C 4.16378 2.72627 -1.83125
C 2.84365 2.32796 -2.03222
C -2.19386 -3.12068 -0.84993
C -3.48602 -3.51443 -1.13679
H -5.37947 -4.94307 -1.99460
H -6.42659 -5.53111 -0.68217
H -7.08085 -4.42635 -1.90776
H -6.88125 -1.91205 0.39037
H -7.87760 -3.26842 -0.20866
H -6.93504 -3.44414 1.30455
H -5.07430 -1.97843 1.49868
H -2.78690 -1.22994 1.93770
H 0.17517 -2.33756 -0.13417
H -1.00245 -0.18596 1.76695
H 0.83540 1.14207 1.39252
H 3.15602 1.59544 1.13644
H 5.48001 0.84525 0.84271
H 5.70914 -2.86750 -1.74135
H 7.43450 -2.75219 -1.27437
H 6.28489 -3.67156 -0.25482
H 7.25063 -0.20684 1.05439
H 8.22472 -1.37780 0.11596
H 7.47693 0.02563 -0.70242
H 4.03014 -3.11182 -0.16358
H 1.79022 -2.43406 0.56838
H -2.94897 3.74106 -3.25151
H -2.49642 6.15127 -3.56231
H -0.96359 7.35516 -1.99994
H 0.18491 6.08795 -0.17927
H -0.27437 3.68241 0.13399
H -4.65204 3.07989 -1.87835
H -6.44298 2.37113 -3.42797
H -6.27603 0.18757 -4.62471
H -4.31840 -1.29634 -4.21235
H -2.54778 -0.62845 -2.59348
H -4.90070 1.03158 -0.14867
H -5.89876 0.84407 2.09456
H -4.55105 1.37484 4.12785
H -2.22809 2.24396 3.86432
H -1.26646 2.56819 1.61882
H -0.07902 -0.53093 -5.58619
H -0.06047 -2.87665 -6.37858
H 0.86947 -4.68732 -4.94001
H 1.80612 -4.12145 -2.69502
H 1.80299 -1.77025 -1.90045
H 2.09713 2.91800 -4.50599
H 1.23002 4.42554 -6.26932
H -1.10561 4.17784 -7.10201
H -2.57654 2.40897 -6.13330
H -1.69260 0.86918 -4.41295
H 3.41086 -0.59287 -3.72142
H 5.75434 0.09186 -3.30284
H 6.24556 2.24614 -2.14153
H 4.36834 3.66186 -1.30843
H 2.02201 2.92837 -1.63203
H -1.40620 -3.32039 -1.57566
H -3.68080 -4.12041 -2.01974


Below is a molecular structure, C5H7O3 at a distorted geometry, with properties calculated with wB97M-V/def2-TZVPD.

Net charge: -1
ΔE to the lowest compared entry with this formula, charge and spin, kcal per mole: 136.82
Largest force on an atom, eV/Å: 4.9
Total energy, Ha: -420.28365
Highest occupied orbital energy, Ha: -0.15857

Cartesian coordinates (Å):
O 2.41406 -1.97978 -0.67025
C 1.80332 -1.15617 0.14028
O 1.91979 -1.12973 1.41444
C 0.77917 -0.18352 -0.42648
C -0.43900 0.01571 0.48911
C -1.72493 0.56611 -0.01484
C -1.77790 1.89301 -0.34836
O -2.78094 2.62629 -0.63096
H -0.45394 -2.60491 0.30838
H 0.58138 -0.25349 -1.50170
H 0.49128 0.80692 0.24603
H -0.41329 -0.50949 1.43336
H -1.07871 -2.80850 0.09818
H -2.59692 0.05808 -0.57214
H -0.79698 2.36624 0.04375


Below is a molecular structure, C11H20CaF8N4O25S8 at a distorted geometry, with properties calculated with wB97M-V/def2-TZVPD.

Net charge: -2
ΔE to the lowest compared entry with this formula, charge and spin, kcal per mole: 169.34
Largest force on an atom, eV/Å: 11.2
Total energy, Ha: -7193.18775
Highest occupied orbital energy, Ha: -0.13891

Cartesian coordinates (Å):
Ca 0.00748 -0.29873 -0.15309
N -2.16625 -0.17484 0.18416
S -3.10496 0.30888 1.37246
O -4.18297 -0.56213 1.84693
O -3.03758 1.72469 1.71448
F -1.94296 -0.17771 2.35981
S -3.41454 -0.28416 -0.91929
O -4.02748 0.92385 -1.40371
O -4.24065 -1.47451 -0.66467
F -2.59239 -0.85585 -2.15065
N 2.33087 -2.77660 3.37657
S 1.11776 -1.59817 3.30955
O 0.45696 -1.37350 4.60677
O 0.43252 -1.33726 2.02940
F 2.18967 -0.39282 3.39440
S 1.24433 -3.89638 3.31573
O 0.87901 -4.45473 2.02441
O 0.30912 -4.11855 4.44108
F 2.29518 -5.03114 3.54138
N -3.03227 -3.79451 0.61297
S -1.53258 -3.78060 -0.15993
O -1.00637 -5.09078 -0.40820
O -0.64887 -2.62151 -0.10860
F -2.23690 -3.48925 -1.55879
S -2.39448 -4.15493 1.88850
O -1.82901 -3.05378 2.63234
O -2.02085 -5.48806 2.11956
F -3.85085 -4.20999 2.63293
N 2.19471 -0.16984 -0.11365
S 3.34004 -1.44197 0.00515
O 3.93417 -1.83425 1.24458
O 4.10622 -1.73309 -1.20612
F 2.20900 -2.60357 -0.10488
S 3.31691 0.85245 0.05506
O 4.24727 1.09889 -1.09126
O 3.83290 1.02711 1.41325
F 2.34153 2.07738 0.09891
C -0.20450 2.99208 5.97765
C -0.02082 3.47349 4.51769
C 1.46185 3.60303 4.05359
O 1.51620 2.72390 2.97256
C 0.38641 2.17880 2.70726
O 0.22741 1.45447 1.67656
O -0.47851 2.35967 3.72405
H 0.20203 1.98809 6.09948
H -1.25968 3.01181 6.25018
H 0.33187 3.68497 6.62598
H -0.62864 4.35760 4.32533
H 2.03926 3.21026 4.89050
H 1.66697 4.65642 3.86281
C -1.94573 3.93704 -0.96096
O -1.72775 3.11845 -2.12923
C -0.85558 2.17612 -2.12080
O -0.18244 1.81777 -1.14374
O -0.89068 1.57195 -3.33354
C -1.72788 1.86146 -4.44937
H -2.66686 4.67586 -1.31055
H -0.99406 4.40551 -0.71005
H -2.34584 3.41306 -0.09296
H -2.65664 1.29123 -4.46784
H -1.32246 1.68686 -5.44598
H -2.05715 2.89945 -4.40188
C 2.76465 1.28408 -4.20711
C 2.60685 -0.18173 -3.84628
O 1.39700 -0.65982 -4.41619
C 0.56369 -1.31427 -3.65979
O 0.53653 -1.44816 -2.44031
O -0.40855 -1.94544 -4.38624
C -0.36944 -1.98869 -5.78053
H 2.08858 1.99741 -3.73574
H 2.66119 1.36323 -5.28930
H 3.79484 1.53277 -3.95222
H 2.58721 -0.22634 -2.75738
H 3.49659 -0.63867 -4.27948
H -0.06499 -1.03715 -6.21639
H -1.32624 -2.21533 -6.25090
H 0.28161 -2.81131 -6.07640


Below is C6H10OSi in the gas phase at a distorted geometry, with properties calculated with wB97M-V/def2-TZVPD.

Net charge: 0
ΔE to the lowest compared entry with this formula, charge and spin, kcal per mole: 28.49
Largest force on an atom, eV/Å: 2.5
Total energy, Ha: -599.31037
SMILES: C[SiH](C)c1ccco1
Highest occupied orbital energy, Ha: -0.31833

Cartesian coordinates (Å):
O -0.75751 1.83946 -0.05109
C -1.86091 2.21734 -0.66055
C -2.47594 1.13392 -1.27761
C -1.69480 0.03855 -0.89771
C -0.63113 0.46905 -0.15665
C 0.80492 -0.81032 2.20986
C 2.29276 -0.81473 -0.61482
Si 0.58959 -0.84055 0.27154
H -1.91461 3.29751 -0.69949
H -3.13782 1.08023 -2.13223
H -1.85412 -0.95853 -1.18705
H 0.61065 0.29567 2.42195
H 1.85576 -1.02565 2.34374
H 0.17394 -1.37737 2.88446
H 2.46898 -1.68528 -1.24716
H 2.54198 0.01594 -1.29851
H 3.14391 -0.80573 0.07127
H -0.15565 -2.06952 0.02005


Below is 2 unconnected molecules or ions with the total composition C7H10Cl2NSi at a distorted geometry, with properties calculated with wB97M-V/def2-TZVPD.

Net charge: +1
ΔE to the lowest compared entry with this formula, charge and spin, kcal per mole: 0.00
Largest force on an atom, eV/Å: 4.0
Total energy, Ha: -1537.03902
Highest occupied orbital energy (spin up / spin down), Ha: -0.36242 / -0.36240

Cartesian coordinates (Å):
C 0.04970 -4.54529 -0.27549
C 0.83857 -4.03351 -1.31256
C -0.05925 -3.87986 0.90094
C 1.42162 -2.78237 -1.08836
C 0.54527 -2.59148 1.12285
C 1.18194 -2.00711 0.04574
C 2.66498 3.31910 -0.31084
N 2.60826 4.44600 0.72707
Si 1.93644 -0.27352 0.17754
Cl 2.02975 0.20027 -1.75252
Cl 3.01336 0.61645 1.57594
H -0.46537 -5.48260 -0.41816
H 1.02934 -4.52761 -2.25212
H -0.77464 -4.16995 1.68161
H 1.84040 -2.38363 -1.96330
H 0.15880 -2.26688 2.03754
H 3.65596 3.21802 -0.71053
H 1.92863 3.37406 -1.02001
H 1.74412 4.40497 1.30760
H 2.64054 5.31718 0.24218
H 3.45119 4.44240 1.32667


Below is a molecular structure, C34H31OP2S3Sr at a distorted geometry, with properties calculated with wB97M-V/def2-TZVPD.

Net charge: -1
ΔE to the lowest compared entry with this formula, charge and spin, kcal per mole: 0.00
Largest force on an atom, eV/Å: 1.0
Total energy, Ha: -3297.65686
Highest occupied orbital energy, Ha: -0.16335

Cartesian coordinates (Å):
Sr 0.97890 -0.65191 -0.51048
S 1.60724 1.44887 1.71509
P -0.03366 0.43332 2.35090
C -0.90324 -0.18653 1.05499
P -1.89259 -1.54590 0.94131
S -1.71668 -2.42905 -0.88282
C -3.65197 -1.01896 1.20933
C -4.62165 -1.15054 0.22357
C -5.90717 -0.63895 0.41228
C -6.23802 -0.00487 1.60171
C -5.27748 0.11784 2.60402
C -3.99712 -0.37906 2.40114
C -1.69949 -2.90911 2.16689
C -0.45714 -3.54209 2.27307
C -0.26578 -4.59452 3.15352
C -1.32073 -5.04865 3.94142
C -2.56044 -4.43697 3.84298
C -2.74591 -3.36931 2.96362
C -1.00404 1.65322 3.36542
C -0.62537 2.08142 4.63878
C -1.34761 3.06683 5.30531
C -2.46015 3.64851 4.70384
C -2.83787 3.24275 3.42987
C -2.11332 2.25034 2.77185
C 0.51064 -0.80302 3.59044
C 1.78412 -1.35858 3.47961
C 2.18880 -2.37468 4.34124
C 1.32821 -2.83900 5.32702
C 0.05497 -2.29398 5.44411
C -0.34889 -1.28301 4.57889
H -4.35447 -1.65489 -0.69932
H -6.64836 -0.74236 -0.37273
H -7.23559 0.39409 1.74973
H -5.51836 0.61679 3.53583
H -3.24826 -0.24986 3.17731
H 0.37861 -3.21782 1.66353
H 0.70937 -5.06151 3.21433
H -1.17248 -5.87700 4.62683
H -3.39042 -4.78607 4.44796
H -3.71862 -2.90432 2.90335
H 0.24839 1.64812 5.11214
H -1.03996 3.38605 6.29499
H -3.02438 4.41517 5.22468
H -3.70404 3.69005 2.95160
H -2.41134 1.90476 1.78676
H 2.45735 -1.00415 2.70735
H 3.17787 -2.80641 4.23316
H 1.64185 -3.63366 5.99521
H -0.63080 -2.67025 6.19459
H -1.35199 -0.87843 4.66800
S 3.55727 -1.92070 -0.21721
C 2.92877 -3.53563 0.14702
C 1.95554 -4.16824 -0.64592
C 1.42819 -5.41411 -0.31635
C 1.86957 -6.09388 0.80863
C 2.83103 -5.48835 1.61559
C 3.33505 -4.23368 1.30049
H 1.61125 -3.67304 -1.54455
H 0.66031 -5.84908 -0.94626
H 1.45963 -7.06370 1.06470
H 3.17707 -5.99156 2.51301
H 4.06668 -3.76162 1.94699
C -2.27454 1.19522 -1.99580
C -0.89053 1.71036 -1.77445
C -0.72883 3.08429 -1.21242
O 0.09998 1.02454 -2.02445
H -2.99369 2.01022 -2.09447
H -2.50944 0.61050 -1.10201
H -2.31243 0.51772 -2.84729
H -1.21550 3.80690 -1.87508
H 0.31968 3.32554 -1.06328
H -1.24690 3.10948 -0.24695


Below is a molecular structure, C21H43BCoO2P2 at a distorted geometry, with properties calculated with wB97M-V/def2-TZVPD.

Net charge: 0
<S²>: 3.7683
Largest force on an atom, eV/Å: 5.3
2S+1: 4
Total energy, Ha: -3066.60018
Highest occupied orbital energy (spin up / spin down), Ha: -0.16586 / -0.29436

Cartesian coordinates (Å):
P 1.56711 5.38833 -0.37358
P -0.31712 4.95281 -2.88497
C 0.80704 6.99814 -1.43320
C -0.59920 6.55835 -1.82582
H 1.47226 6.98268 -2.35611
H 1.01850 7.80681 -0.72409
H -1.18442 6.20644 -0.94798
H -1.20389 7.24537 -2.45025
C -0.08048 5.42805 -4.63323
H -0.07817 4.47812 -5.18928
H 0.84955 5.98523 -4.81795
H -0.96850 6.01604 -4.87602
C -2.14739 4.78309 -2.97304
H -2.44463 5.64537 -3.57643
H -2.60965 4.86034 -1.98590
H -2.49306 3.88110 -3.47877
C 2.97504 6.10921 0.49729
H 3.17388 5.44511 1.34385
H 2.65627 7.10515 0.79915
H 3.83880 6.13345 -0.17212
C 0.39625 5.22624 1.02028
H -0.65940 5.05219 0.78987
H 0.50369 6.16910 1.56718
H 0.75377 4.39776 1.64004
Co 1.65269 5.21419 -2.37363
C -2.96736 -0.11055 -2.88234
C -1.81085 0.46688 -3.25230
C -1.10894 1.55724 -2.50418
C -1.11032 1.37143 -0.95655
C -2.21341 2.02435 -0.13527
C -3.41588 2.44577 -0.56880
C -4.25617 1.73865 -1.58362
C -3.79497 0.25858 -1.69932
C 1.83982 -0.15410 1.83765
H -3.32583 -0.95198 -3.48256
H -1.33700 0.19458 -4.20165
H -1.47610 2.57312 -2.72666
H -0.04685 1.56554 -2.82685
H -0.97146 0.29537 -0.72401
H -0.17493 1.85199 -0.59616
H -1.85295 2.26695 0.87718
H -3.81596 3.38737 -0.17558
H -4.21779 2.26678 -2.55835
H -5.31644 1.74513 -1.25851
H -3.22744 -0.02701 -0.80086
H -4.69549 -0.37424 -1.68778
H 1.26993 -0.02379 2.75964
H 2.13499 0.82953 1.46756
H 2.74925 -0.71404 2.07056
C 1.51056 -3.77179 -0.71377
C 0.68421 -2.49565 -0.75926
C 0.26225 -2.27263 -2.19670
O 1.55631 -1.41882 -0.36151
B 1.00664 -0.88998 0.78027
O -0.32564 -1.19842 0.98353
C -0.51916 -2.44896 0.29526
C -1.91040 -2.46058 -0.28636
C -0.44895 -3.56826 1.33441
H 1.92230 -3.97499 0.27941
H 2.35665 -3.69596 -1.40442
H 0.91131 -4.63318 -1.02337
H 1.14657 -2.23498 -2.84493
H -0.37507 -3.09616 -2.54652
H -0.27909 -1.32863 -2.33380
H -2.14831 -3.44903 -0.69842
H -2.64200 -2.23493 0.49800
H -2.04412 -1.72344 -1.08543
H 0.52393 -3.61986 1.83717
H -1.21204 -3.39882 2.10259
H -0.65823 -4.53690 0.86419